Entry from OMol25: a structure of composition C7H27MgN12O7 (ωB97M-V with the def2-TZVPD basis set).

```
54
Properties=species:S:1:pos:R:3:mulliken_charge:R:1
Mg -7.69 -13.43 -29.72 1.2451
C -12.45 -12.10 -30.89 -0.5181
O -11.47 -12.49 -29.98 -0.4116
H -12.79 -12.92 -31.53 0.2538
H -13.37 -11.86 -30.37 0.2646
H -12.19 -11.29 -31.57 0.2338
C -5.07 -11.36 -25.65 0.6225
O -5.86 -11.83 -26.43 -0.6561
N -3.77 -11.46 -25.66 -0.3663
N -5.26 -10.57 -24.65 -0.3483
H -3.26 -10.97 -24.93 0.1492
H -3.43 -12.19 -26.26 0.2096
H -4.43 -10.31 -24.15 0.1490
H -6.19 -10.56 -24.26 0.2237
C -8.52 -15.97 -34.54 0.5797
O -8.25 -15.33 -33.60 -0.5997
N -9.15 -17.10 -34.55 -0.3612
N -8.06 -15.76 -35.77 -0.4241
H -9.60 -17.47 -33.73 0.2143
H -9.34 -17.38 -35.51 0.1705
H -7.28 -15.13 -35.92 0.2270
H -8.09 -16.54 -36.41 0.1762
C -7.48 -18.60 -28.01 0.6407
O -7.64 -17.38 -28.04 -0.6704
N -6.36 -19.11 -27.64 -0.3626
N -8.45 -19.51 -28.18 -0.3776
H -5.49 -18.59 -27.61 0.2100
H -6.43 -20.03 -27.24 0.1694
H -8.54 -20.40 -27.71 0.1865
H -9.22 -19.28 -28.80 0.2000
C -2.49 -14.08 -31.21 0.6265
O -3.61 -13.88 -30.88 -0.6431
N -2.04 -15.25 -31.72 -0.4502
N -1.57 -13.20 -31.23 -0.3727
H -1.07 -15.38 -31.47 0.2044
H -2.75 -15.93 -31.91 0.2234
H -1.76 -12.27 -30.87 0.2209
H -0.60 -13.41 -31.45 0.1701
C -11.74 -15.07 -24.66 0.7066
O -11.86 -15.45 -23.49 -0.7247
N -11.31 -13.97 -24.96 -0.3204
N -12.07 -15.75 -25.66 -0.3806
H -11.02 -13.34 -24.23 0.2214
H -11.35 -13.65 -25.92 0.1293
H -12.40 -16.68 -25.44 0.2228
H -12.04 -15.37 -26.60 0.1509
C -7.07 -8.99 -32.85 0.6877
O -7.05 -9.76 -31.90 -0.7345
N -7.49 -7.78 -32.75 -0.3945
N -6.61 -9.42 -33.95 -0.3811
H -7.67 -7.18 -33.54 0.1886
H -7.72 -7.56 -31.80 0.2298
H -6.64 -8.75 -34.71 0.1626
H -6.34 -10.39 -34.00 0.2271
```

**Energy**: -45345.0657 eV
**Net charge**: +1